[1]
The following is a DFT calculation (ωB97M-V/def2-TZVPD) of a molecular structure, C32H33CeFIN3O2 in a non-equilibrium geometry.

```
! wB97M-V def2-TZVPD RIJCOSX def2/J DEFGRID3
* xyz 1 2
Ce 0.871 -0.231 0.677
C -1.219 -3.625 2.863
C -1.612 -2.281 3.397
N -2.682 -2.176 4.146
C -3.053 -0.978 4.624
C -2.365 0.181 4.374
C -2.840 1.496 4.936
O -2.953 2.498 3.925
C -1.218 0.114 3.545
C -0.491 1.330 3.276
N 0.279 1.557 2.258
C 0.817 2.860 2.120
C 0.027 3.989 2.363
C 0.530 5.263 2.178
C 1.829 5.447 1.727
C 2.634 4.347 1.474
C 2.123 3.079 1.677
I 3.460 1.419 1.375
C -0.817 -1.149 3.050
O 0.270 -1.314 2.332
H -1.867 -4.386 3.287
H -0.178 -3.846 3.107
H -1.302 -3.644 1.773
H -3.950 -0.975 5.233
H -2.125 1.860 5.680
H -3.786 1.341 5.453
H -3.881 2.681 3.758
H -0.609 2.122 4.013
H -0.999 3.842 2.680
H -0.099 6.119 2.380
H 2.222 6.442 1.567
H 3.651 4.478 1.132
C 2.839 0.778 -3.259
C 1.503 1.525 -3.193
C 1.372 2.342 -1.901
C 0.252 0.684 -3.395
C -0.594 1.029 -4.445
C -1.823 0.415 -4.609
C -2.249 -0.509 -3.672
C -1.433 -0.889 -2.611
C -2.047 -1.781 -1.541
C -1.403 -3.159 -1.354
C -2.146 -1.019 -0.207
C -0.143 -0.338 -2.514
N 0.757 -0.808 -1.510
C 1.573 -1.861 -1.863
C 1.585 -2.509 -3.113
C 2.443 -3.559 -3.381
C 3.339 -4.028 -2.428
C 3.365 -3.423 -1.183
C 2.499 -2.388 -0.952
F 2.544 -1.780 0.353
H 3.659 1.494 -3.340
H 2.872 0.128 -4.134
H 3.008 0.169 -2.374
H 1.512 2.249 -4.011
H 1.195 1.682 -1.045
H 0.529 3.031 -1.965
H 2.280 2.916 -1.711
H -0.282 1.801 -5.138
H -2.463 0.687 -5.438
H -3.238 -0.943 -3.759
H -3.073 -1.964 -1.866
H -0.445 -3.100 -0.840
H -1.240 -3.639 -2.319
H -2.062 -3.803 -0.769
H -1.206 -1.105 0.350
H -2.927 -1.438 0.428
H -2.380 0.033 -0.387
H 0.901 -2.161 -3.876
H 2.412 -4.024 -4.357
H 4.005 -4.850 -2.648
H 4.044 -3.743 -0.402
*
```

**E_LUMO (alpha / beta)**: -3.5 / -3.5 eV
**Gap between HOMO and LUMO (alpha / beta)**: 6.815 / 6.829 eV
**<S²>**: 0.7509
**E_HOMO (alpha / beta)**: -10.33 / -10.33 eV

---

[2]
The following is a DFT calculation (ωB97M-V/def2-TZVPD) of 3 unconnected molecules or ions with the total composition C7H16Cl2N2O2 in a non-equilibrium geometry.

```
! wB97M-V def2-TZVPD RIJCOSX def2/J DEFGRID3
* xyz 0 3
C 2.197 1.231 -1.290
C 2.025 -1.240 1.806
C 1.071 0.118 -1.350
C 1.312 -0.015 1.252
C 0.547 -0.262 -0.022
C -0.605 -0.922 0.075
C -1.756 1.548 -0.373
N -1.071 -1.271 1.396
N -2.717 0.941 -0.951
O -1.352 -1.312 -1.041
O -0.855 2.270 -0.991
Cl -4.578 -1.363 -0.428
Cl -1.827 1.628 1.399
H 1.949 2.208 -1.913
H 3.216 0.914 -1.766
H 2.385 1.492 -0.286
H 2.686 -0.937 2.514
H 2.642 -1.833 1.172
H 1.253 -1.821 2.093
H 1.652 -0.744 -1.571
H 0.501 0.470 -2.158
H 2.024 0.843 1.168
H 0.655 0.473 2.027
H -1.989 -0.950 1.618
H -1.091 -2.204 1.552
H -2.569 0.733 -1.890
H -3.685 -0.398 -0.576
H -2.069 -1.842 -0.798
H 0.049 2.245 -0.668
*
```

**E_LUMO (alpha / beta)**: 0.6 / -1.7 eV
**Gap between HOMO and LUMO (alpha / beta)**: 5.103 / 8.440 eV
**<S²>**: 2.0058
**E_HOMO (alpha / beta)**: -4.53 / -10.17 eV

---

[3]
The following is a DFT calculation (ωB97M-V/def2-TZVPD) of a molecular structure, C30H29CrN3O3S3Si.

```
! wB97M-V def2-TZVPD RIJCOSX def2/J DEFGRID3
* xyz -1 4
Cr 0.169 1.589 -0.678
O -4.914 3.349 -0.287
C -4.470 3.843 -1.456
C -5.400 4.427 -2.316
C -5.005 4.934 -3.538
C -3.670 4.866 -3.937
C -2.746 4.292 -3.087
C -3.123 3.787 -1.840
C -2.079 3.194 -0.983
O -0.870 3.240 -1.354
N -2.492 2.654 0.177
N -1.413 2.300 0.920
C -1.597 1.809 2.088
C -0.426 1.652 2.974
C -0.561 1.078 4.236
C 0.541 1.007 5.069
C 1.752 1.506 4.617
C 1.794 2.058 3.341
N 0.741 2.141 2.547
H -4.127 2.945 0.163
H -6.434 4.460 -1.997
H -5.745 5.377 -4.194
H -3.364 5.245 -4.902
H -1.704 4.205 -3.363
H -2.570 1.524 2.488
H -1.525 0.694 4.546
H 0.457 0.564 6.053
H 2.647 1.468 5.224
H 2.726 2.451 2.946
S 0.185 0.313 -4.946
C 0.207 0.740 -3.360
S -1.016 0.309 -2.209
S 1.490 1.615 -2.582
C 2.949 -3.232 1.519
C 2.301 -1.854 1.671
C 1.295 -1.901 2.832
C 3.378 -0.815 2.014
Si 1.309 -1.329 0.116
O 0.900 0.233 0.360
C -0.245 -2.398 0.104
C -0.213 -3.761 -0.202
C -1.357 -4.545 -0.126
C -2.564 -3.976 0.255
C -2.621 -2.621 0.555
C -1.472 -1.847 0.481
C 2.295 -1.712 -1.448
C 1.690 -2.304 -2.560
C 2.406 -2.565 -3.720
C 3.753 -2.241 -3.794
C 4.375 -1.646 -2.706
C 3.650 -1.384 -1.554
H 3.488 -3.505 2.434
H 3.659 -3.258 0.689
H 2.197 -4.005 1.341
H 1.814 -2.090 3.780
H 0.555 -2.690 2.687
H 0.760 -0.951 2.929
H 3.749 -0.980 3.033
H 2.979 0.199 1.955
H 4.237 -0.886 1.345
H 0.718 -4.217 -0.520
H -1.307 -5.599 -0.373
H -3.460 -4.583 0.305
H -3.564 -2.167 0.835
H -1.525 -0.788 0.710
H 0.632 -2.537 -2.533
H 1.902 -2.997 -4.575
H 4.309 -2.430 -4.704
H 5.420 -1.369 -2.763
H 4.147 -0.886 -0.731
*
```

**E_LUMO (alpha / beta)**: 1.8 / 1.9 eV
**Energy relative to the best compared isomer or geometry (same formula, charge and spin)**: 34.46 kcal/mol
**Gap between HOMO and LUMO (alpha / beta)**: 6.743 / 6.807 eV
**<S²>**: 3.8730
**E_HOMO (alpha / beta)**: -4.94 / -4.91 eV

---

Please write out number 3 again, unchanged.
The following is a DFT calculation (ωB97M-V/def2-TZVPD) of a molecular structure, C30H29CrN3O3S3Si.

```
! wB97M-V def2-TZVPD RIJCOSX def2/J DEFGRID3
* xyz -1 4
Cr 0.169 1.589 -0.678
O -4.914 3.349 -0.287
C -4.470 3.843 -1.456
C -5.400 4.427 -2.316
C -5.005 4.934 -3.538
C -3.670 4.866 -3.937
C -2.746 4.292 -3.087
C -3.123 3.787 -1.840
C -2.079 3.194 -0.983
O -0.870 3.240 -1.354
N -2.492 2.654 0.177
N -1.413 2.300 0.920
C -1.597 1.809 2.088
C -0.426 1.652 2.974
C -0.561 1.078 4.236
C 0.541 1.007 5.069
C 1.752 1.506 4.617
C 1.794 2.058 3.341
N 0.741 2.141 2.547
H -4.127 2.945 0.163
H -6.434 4.460 -1.997
H -5.745 5.377 -4.194
H -3.364 5.245 -4.902
H -1.704 4.205 -3.363
H -2.570 1.524 2.488
H -1.525 0.694 4.546
H 0.457 0.564 6.053
H 2.647 1.468 5.224
H 2.726 2.451 2.946
S 0.185 0.313 -4.946
C 0.207 0.740 -3.360
S -1.016 0.309 -2.209
S 1.490 1.615 -2.582
C 2.949 -3.232 1.519
C 2.301 -1.854 1.671
C 1.295 -1.901 2.832
C 3.378 -0.815 2.014
Si 1.309 -1.329 0.116
O 0.900 0.233 0.360
C -0.245 -2.398 0.104
C -0.213 -3.761 -0.202
C -1.357 -4.545 -0.126
C -2.564 -3.976 0.255
C -2.621 -2.621 0.555
C -1.472 -1.847 0.481
C 2.295 -1.712 -1.448
C 1.690 -2.304 -2.560
C 2.406 -2.565 -3.720
C 3.753 -2.241 -3.794
C 4.375 -1.646 -2.706
C 3.650 -1.384 -1.554
H 3.488 -3.505 2.434
H 3.659 -3.258 0.689
H 2.197 -4.005 1.341
H 1.814 -2.090 3.780
H 0.555 -2.690 2.687
H 0.760 -0.951 2.929
H 3.749 -0.980 3.033
H 2.979 0.199 1.955
H 4.237 -0.886 1.345
H 0.718 -4.217 -0.520
H -1.307 -5.599 -0.373
H -3.460 -4.583 0.305
H -3.564 -2.167 0.835
H -1.525 -0.788 0.710
H 0.632 -2.537 -2.533
H 1.902 -2.997 -4.575
H 4.309 -2.430 -4.704
H 5.420 -1.369 -2.763
H 4.147 -0.886 -0.731
*
```

**E_LUMO (alpha / beta)**: 1.8 / 1.9 eV
**Energy relative to the best compared isomer or geometry (same formula, charge and spin)**: 34.46 kcal/mol
**Gap between HOMO and LUMO (alpha / beta)**: 6.743 / 6.807 eV
**<S²>**: 3.8730
**E_HOMO (alpha / beta)**: -4.94 / -4.91 eV

---

Q: Number 3 is which compound?
A: C30H29CrN3O3S3Si

---

Please write out number 1 again, unchanged.
The following is a DFT calculation (ωB97M-V/def2-TZVPD) of a molecular structure, C32H33CeFIN3O2 in a non-equilibrium geometry.

```
! wB97M-V def2-TZVPD RIJCOSX def2/J DEFGRID3
* xyz 1 2
Ce 0.871 -0.231 0.677
C -1.219 -3.625 2.863
C -1.612 -2.281 3.397
N -2.682 -2.176 4.146
C -3.053 -0.978 4.624
C -2.365 0.181 4.374
C -2.840 1.496 4.936
O -2.953 2.498 3.925
C -1.218 0.114 3.545
C -0.491 1.330 3.276
N 0.279 1.557 2.258
C 0.817 2.860 2.120
C 0.027 3.989 2.363
C 0.530 5.263 2.178
C 1.829 5.447 1.727
C 2.634 4.347 1.474
C 2.123 3.079 1.677
I 3.460 1.419 1.375
C -0.817 -1.149 3.050
O 0.270 -1.314 2.332
H -1.867 -4.386 3.287
H -0.178 -3.846 3.107
H -1.302 -3.644 1.773
H -3.950 -0.975 5.233
H -2.125 1.860 5.680
H -3.786 1.341 5.453
H -3.881 2.681 3.758
H -0.609 2.122 4.013
H -0.999 3.842 2.680
H -0.099 6.119 2.380
H 2.222 6.442 1.567
H 3.651 4.478 1.132
C 2.839 0.778 -3.259
C 1.503 1.525 -3.193
C 1.372 2.342 -1.901
C 0.252 0.684 -3.395
C -0.594 1.029 -4.445
C -1.823 0.415 -4.609
C -2.249 -0.509 -3.672
C -1.433 -0.889 -2.611
C -2.047 -1.781 -1.541
C -1.403 -3.159 -1.354
C -2.146 -1.019 -0.207
C -0.143 -0.338 -2.514
N 0.757 -0.808 -1.510
C 1.573 -1.861 -1.863
C 1.585 -2.509 -3.113
C 2.443 -3.559 -3.381
C 3.339 -4.028 -2.428
C 3.365 -3.423 -1.183
C 2.499 -2.388 -0.952
F 2.544 -1.780 0.353
H 3.659 1.494 -3.340
H 2.872 0.128 -4.134
H 3.008 0.169 -2.374
H 1.512 2.249 -4.011
H 1.195 1.682 -1.045
H 0.529 3.031 -1.965
H 2.280 2.916 -1.711
H -0.282 1.801 -5.138
H -2.463 0.687 -5.438
H -3.238 -0.943 -3.759
H -3.073 -1.964 -1.866
H -0.445 -3.100 -0.840
H -1.240 -3.639 -2.319
H -2.062 -3.803 -0.769
H -1.206 -1.105 0.350
H -2.927 -1.438 0.428
H -2.380 0.033 -0.387
H 0.901 -2.161 -3.876
H 2.412 -4.024 -4.357
H 4.005 -4.850 -2.648
H 4.044 -3.743 -0.402
*
```

**E_LUMO (alpha / beta)**: -3.5 / -3.5 eV
**Gap between HOMO and LUMO (alpha / beta)**: 6.815 / 6.829 eV
**<S²>**: 0.7509
**E_HOMO (alpha / beta)**: -10.33 / -10.33 eV